DFT (ωB97M-V/def2-TZVPD) results for C16H20N6OPtS as an isolated structure.

Results
E_HOMO (Eh): -0.5404
E (eV): -41973.70343
Kohn-Sham gap (eV): 7.76
ΔE to the lowest compared entry with this formula, charge and spin (kJ/mol): 28.96

```
! RIJCOSX wB97M-V def2-TZVPD def2/J DEFGRID3
* xyz 2 1
Pt 0.288 0.350 0.012
N -1.199 4.360 0.011
C -0.845 3.094 0.205
S 0.088 2.336 -1.099
N -1.205 2.506 1.319
N -0.795 1.221 1.423
C -1.029 0.543 2.488
C -0.581 -0.849 2.503
C -0.708 -1.674 3.602
C -0.276 -2.993 3.501
C 0.250 -3.445 2.304
C 0.356 -2.559 1.243
N -0.045 -1.296 1.342
H -0.979 4.847 -0.841
H -1.761 4.827 0.705
H -1.558 1.007 3.311
H -1.142 -1.294 4.517
H -0.360 -3.658 4.350
H 0.577 -4.468 2.182
H 0.763 -2.870 0.289
C 4.173 0.345 2.692
C 3.360 0.630 1.469
O 2.122 0.519 1.474
N 4.002 0.990 0.357
C 3.273 1.339 -0.850
C 2.799 0.150 -1.663
C 3.654 -0.331 -2.643
C 3.270 -1.357 -3.488
C 2.000 -1.878 -3.337
C 1.193 -1.374 -2.339
N 1.569 -0.395 -1.498
H 3.556 0.483 3.575
H 5.053 0.983 2.753
H 4.506 -0.695 2.660
H 5.008 1.047 0.363
H 3.940 1.915 -1.488
H 2.445 1.997 -0.589
H 4.628 0.128 -2.751
H 3.940 -1.723 -4.254
H 1.621 -2.663 -3.976
H 0.203 -1.775 -2.209
C -1.418 -0.283 -0.942
H -2.250 -0.141 -0.258
H -1.268 -1.341 -1.124
H -1.574 0.281 -1.855
*
```



DFT (ωB97M-V/def2-TZVPD) results for C16H20NOSTl as an isolated structure at a distorted geometry.

Results
E_HOMO (Eh): 0.0263
E (eV): -35977.08707
Kohn-Sham gap (eV): 3.84
ΔE to the lowest compared entry with this formula, charge and spin (kJ/mol): 315.03

```
! RIJCOSX wB97M-V def2-TZVPD def2/J DEFGRID3
* xyz -2 1
Tl 0.353 0.043 -0.020
C -0.531 1.708 -2.061
C 0.261 0.631 -2.495
C -0.547 -0.563 -2.441
H 1.293 0.714 -2.798
C -1.799 -0.210 -1.804
C -1.736 1.209 -1.502
H -2.471 1.700 -0.858
H -0.254 2.765 -2.276
H -0.295 -1.505 -2.898
H -2.590 -0.901 -1.582
C 0.207 0.897 2.477
C -1.090 1.353 2.115
C -1.885 0.257 1.750
H -1.503 2.359 2.056
C -1.137 -0.936 2.021
C 0.183 -0.555 2.481
H 0.981 -1.230 2.728
H 1.137 1.436 2.591
H -2.850 0.334 1.281
H -1.530 -1.933 1.956
O 1.011 -2.215 -0.119
C 0.514 -3.584 -0.202
C 1.693 -3.946 -1.171
C -0.900 -3.664 -0.772
C 0.618 -4.059 1.235
C 2.171 -2.493 -0.985
H 1.347 -4.135 -2.191
H 2.378 -4.641 -0.684
H 3.011 -2.311 -0.315
H 2.131 -1.858 -1.881
H -1.155 -4.730 -0.809
H -0.992 -3.256 -1.789
H -1.658 -3.185 -0.127
H 0.823 -5.127 1.202
H -0.322 -3.864 1.764
H 1.425 -3.521 1.754
S 0.282 5.200 0.469
C 0.449 3.543 0.440
N 0.855 2.406 0.254
*
```



DFT (ωB97M-V/def2-TZVPD) results for C16H21BIrN4O6Se as an isolated structure.

Results
E_HOMO (Eh): -0.1247
E (eV): -104047.01463
Kohn-Sham gap (eV): 5.99
ΔE to the lowest compared entry with this formula, charge and spin (kJ/mol): 13.22

```
! RIJCOSX wB97M-V def2-TZVPD def2/J DEFGRID3
* xyz -1 1
Ir 0.124 -0.260 -1.823
O -6.109 -1.793 -1.755
C -5.210 -1.227 -2.617
O -5.587 -0.752 -3.643
C -3.797 -1.415 -2.207
C -3.251 -2.608 -1.761
N -1.950 -2.400 -1.520
N -1.639 -1.143 -1.805
C -2.721 -0.503 -2.227
C -2.496 0.961 -2.548
O -3.440 1.708 -2.719
O -1.241 1.277 -2.531
H -5.649 -2.014 -0.936
H -3.700 -3.577 -1.616
H -1.098 -2.993 -1.372
N 3.486 -0.378 -1.163
C 3.075 0.851 -1.490
C 3.981 1.938 -1.387
C 3.599 3.190 -1.766
C 2.306 3.381 -2.261
C 1.469 2.297 -2.315
N 1.813 1.043 -1.934
H 4.384 -0.482 -0.728
H 2.836 -1.180 -1.188
H 4.975 1.739 -1.005
H 4.293 4.019 -1.685
H 1.947 4.349 -2.578
H 0.451 2.408 -2.657
C 1.228 1.400 3.116
C 1.048 0.166 2.246
C 2.214 -0.794 2.463
O 1.098 0.577 0.875
B 0.197 -0.206 0.147
O -0.648 -0.896 1.012
C -0.355 -0.524 2.361
C -1.459 0.420 2.826
C -0.366 -1.788 3.209
H 2.206 1.835 2.909
H 1.182 1.142 4.178
H 0.471 2.152 2.902
H 3.138 -0.269 2.214
H 2.126 -1.655 1.798
H 2.274 -1.139 3.497
H -1.515 1.297 2.180
H -1.309 0.746 3.857
H -2.413 -0.105 2.762
H 0.290 -2.544 2.783
H -1.379 -2.193 3.228
H -0.061 -1.577 4.237
Se 1.179 -2.475 -1.566
*
```



DFT (ωB97M-V/def2-TZVPD) results for C16H21ClF12NO11S2 as an isolated structure.

Results
E_HOMO (Eh): -0.2444
E (eV): -107751.12766
Kohn-Sham gap (eV): 8.89

```
! RIJCOSX wB97M-V def2-TZVPD def2/J DEFGRID3
* xyz -1 1
O -2.795 1.851 0.807
S -1.722 2.076 -0.124
O -0.385 1.996 0.407
Cl -1.896 4.072 -0.665
N -1.867 1.433 -1.541
S -2.599 0.030 -1.814
O -3.906 -0.097 -1.212
O -2.484 -0.192 -3.239
C -1.618 -1.284 -1.091
C -1.219 -1.145 0.374
O -1.252 -2.461 0.980
C -2.077 -2.552 2.095
C -1.457 -1.961 3.367
F -1.577 -2.813 4.406
F -0.172 -1.701 3.246
F -2.044 -0.828 3.761
H -2.279 -2.152 -1.167
H -0.765 -1.447 -1.751
H -1.910 -0.496 0.914
H -0.200 -0.768 0.470
H -2.243 -3.613 2.300
H -3.052 -2.076 1.939
C -4.120 -1.313 6.276
C -3.662 -1.959 7.561
O -4.289 -1.355 8.721
C -5.510 -1.764 9.006
O -6.166 -2.587 8.436
C -6.009 -1.042 10.278
F -5.761 0.270 10.228
F -5.385 -1.545 11.355
F -7.318 -1.220 10.431
H -3.940 -0.238 6.301
H -3.571 -1.738 5.442
H -5.185 -1.475 6.110
H -2.597 -1.805 7.716
H -3.858 -3.030 7.570
C 5.148 3.751 -1.786
C 4.581 2.714 -0.842
O 3.228 2.371 -1.194
C 3.077 1.504 -2.178
O 3.947 0.969 -2.810
C 1.575 1.225 -2.400
F 0.891 2.361 -2.442
F 1.127 0.451 -1.412
F 1.406 0.578 -3.557
H 4.505 4.631 -1.813
H 6.141 4.052 -1.453
H 5.229 3.357 -2.799
H 4.510 3.103 0.171
H 5.189 1.810 -0.823
C 2.650 1.441 -6.442
C 3.788 0.561 -5.979
O 4.079 -0.473 -6.957
C 4.810 -0.114 -7.990
O 5.283 0.960 -8.228
C 5.045 -1.339 -8.904
F 3.914 -2.017 -9.118
F 5.930 -2.169 -8.331
F 5.535 -0.954 -10.081
H 1.765 0.841 -6.654
H 2.400 2.160 -5.664
H 2.918 1.988 -7.347
H 3.525 0.029 -5.072
H 4.694 1.133 -5.785
*
```



DFT (ωB97M-V/def2-TZVPD) results for C16H21ClN2O2PdS2Se2 as an isolated structure at a distorted geometry.

Results
E_HOMO (alpha / beta) (Eh): -0.0400 / -0.0392
E (eV): -192361.65000
Kohn-Sham gap (alpha / beta) (eV): 4.84 / 4.79
ΔE to the lowest compared entry with this formula, charge and spin (kJ/mol): 1256.60

```
! RIJCOSX wB97M-V def2-TZVPD def2/J DEFGRID3
* xyz -2 1
Pd -1.389 2.953 1.365
O -0.666 -2.771 1.270
C -0.787 -1.475 1.831
C -2.244 -1.037 2.035
C -3.035 -2.225 2.617
O -2.481 -2.791 3.801
C -2.334 0.090 3.095
Se -0.966 1.502 3.229
C -2.984 -0.675 0.714
Se -2.249 -1.209 -1.064
H -0.898 -2.679 0.328
H -0.255 -0.723 1.241
H -0.286 -1.513 2.804
H -3.110 -2.997 1.845
H -4.043 -1.889 2.872
H -1.588 -3.067 3.564
H -2.317 -0.393 4.073
H -3.294 0.596 2.996
H -3.256 0.380 0.695
H -3.915 -1.245 0.680
S -0.247 2.458 -0.463
C -0.386 0.270 -3.214
N 2.150 1.502 -2.740
C 2.334 2.920 -2.950
C 1.364 4.055 -2.592
S 0.618 4.281 -0.955
H -1.009 -0.271 -2.268
H 2.484 3.027 -4.033
H 3.281 3.141 -2.448
H 0.582 4.139 -3.351
H 1.968 4.967 -2.617
N -3.024 5.144 -0.140
C -2.363 4.371 0.414
Cl 0.915 0.657 -2.402
C 1.701 -0.714 -1.522
C 1.158 -1.948 -1.856
C 1.769 -3.096 -1.420
C 2.942 -2.955 -0.627
C 3.427 -1.741 -0.273
C 2.803 -0.464 -0.628
C 3.275 0.698 -0.109
H 0.286 -1.996 -2.491
H 1.363 -4.065 -1.673
H 3.464 -3.844 -0.287
H 4.312 -1.675 0.352
H 2.802 1.654 -0.268
H 4.122 0.652 0.566
*
```



DFT (ωB97M-V/def2-TZVPD) results for C16H21F6N6NiO6S2 as an isolated structure.

Results
E_HOMO (alpha / beta) (Eh): -0.1703 / -0.1812
<S²>: 2.4263
E (eV): -117175.20028
Kohn-Sham gap (alpha / beta) (eV): 6.97 / 7.01
ΔE to the lowest compared entry with this formula, charge and spin (kJ/mol): 64.42

```
! RIJCOSX wB97M-V def2-TZVPD def2/J DEFGRID3
* xyz -1 3
Ni 1.455 -1.005 0.324
N 0.165 -0.468 1.880
C 0.409 0.918 2.326
C 0.511 1.025 3.849
C -0.669 0.535 4.683
C -1.892 1.450 4.646
N -2.670 1.451 3.422
C -3.467 0.429 2.990
N -3.461 -0.708 3.793
N -4.176 0.418 1.921
C 1.712 1.520 1.717
O 2.025 2.639 2.134
O 2.318 0.819 0.860
H -0.766 -0.576 1.492
H 0.269 -1.129 2.640
H -0.393 1.548 1.940
H 0.723 2.069 4.081
H 1.406 0.465 4.146
H -0.347 0.504 5.729
H -0.956 -0.484 4.414
H -1.559 2.476 4.810
H -2.557 1.208 5.484
H -2.528 2.201 2.767
H -3.413 -0.546 4.787
H -4.220 -1.320 3.533
H -4.063 1.273 1.384
H -3.765 -0.595 -0.121
N 2.436 -1.569 -1.269
C 2.749 -1.424 -2.361
C 3.169 -1.266 -3.723
C 3.052 -2.337 -4.605
C 3.479 -2.186 -5.913
C 4.017 -0.977 -6.333
C 4.116 0.091 -5.452
C 3.693 -0.047 -4.141
H 2.610 -3.262 -4.263
H 3.387 -3.011 -6.606
H 4.355 -0.865 -7.355
H 4.518 1.038 -5.788
H 3.743 0.778 -3.445
C 2.470 -2.049 1.461
H 2.547 -1.770 2.518
H 3.426 -2.453 1.114
F 0.025 -2.777 -2.988
C -0.970 -2.115 -2.369
F -2.077 -2.300 -3.080
F -1.132 -2.671 -1.171
S -0.527 -0.291 -2.248
O -0.071 -0.152 -0.864
O 0.452 -0.138 -3.287
N -1.801 0.522 -2.559
S -2.862 0.870 -1.370
O -3.199 -0.690 -0.906
O -4.070 1.375 -1.996
C -1.994 3.085 -0.792
F -3.043 3.909 -0.804
F -1.013 3.606 -1.517
F -1.576 2.959 0.480
*
```